--- P ---
This record from the OMol25 dataset describes 2 unconnected molecules or ions with the total composition C6H9N2O2. The level of theory is the ωB97M-V functional and the def2-TZVPD basis.

Values from the calculation:
LUMO level ... 0.1236 hartree
E_HOMO ... -4.008 eV
Charge ... -1

Last columns: bonded neighbours and bond lengths (Å).
Cartesian coordinates (Å):
1 C 4.0760 1.7581 -1.4240  C2 1.643, H5 1.078, H6 1.100, H7 1.007
2 C 3.0713 0.6224 -0.7905  C1 1.643, O3 1.266, O4 1.242
3 O 2.2869 1.1694 0.0390  C2 1.266
4 O 3.1370 -0.5068 -1.3031  C2 1.242
5 H 3.9137 2.6408 -0.8272  C1 1.078
6 H 3.4074 1.8958 -2.2869  C1 1.100
7 H 5.0548 1.6404 -1.6265  C1 1.007
8 C -3.4716 -1.7142 1.6750  C10 1.471, H17 1.125, H18 1.075, H19 1.081
9 C -0.3511 -0.7109 0.2230  N12 1.343, N13 1.332, H14 1.137
10 C -2.4459 -1.0676 0.8416  C8 1.471, C11 1.415, N12 1.476
11 C -2.3411 0.1129 0.0692  C10 1.415, N13 1.406, H16 1.151
12 N -1.0739 -1.6053 0.9170  C9 1.343, C10 1.476
13 N -1.0346 0.2219 -0.4382  C9 1.332, C11 1.406, H15 0.958
14 H 0.7351 -1.0449 0.2511  C9 1.137
15 H -0.8501 1.0621 -0.8591  N13 0.958
16 H -3.0221 1.0202 -0.1238  C11 1.151
17 H -3.2129 -1.4808 2.7442  C8 1.125
18 H -3.4244 -2.7371 1.3488  C8 1.075
19 H -4.4546 -1.2764 1.5706  C8 1.081

Population analysis type Mulliken, resulting atomic charges in e:
1 C -1.027
2 C 0.591
3 O -0.700
4 O -0.693
5 H 0.293
6 H 0.175
7 H 0.382
8 C -0.987
9 C 0.020
10 C 0.559
11 C -0.529
12 N -0.636
13 N -0.005
14 H 0.305
15 H 0.235
16 H 0.248
17 H 0.214
18 H 0.261
19 H 0.297

=====

--- Q ---
This record from the OMol25 dataset describes 2 unconnected molecules or ions with the total composition C6H9N2O2. The level of theory is the ωB97M-V functional and the def2-TZVPD basis.

Values from the calculation:
LUMO level ... 0.1113 hartree
E_HOMO ... -3.916 eV
Charge ... -1

Last columns: bonded neighbours and bond lengths (Å).
Cartesian coordinates (Å):
1 C -2.8199 2.5249 -0.8213  C2 1.492, H8 1.091, H9 1.082, H12 1.081
2 C -2.1938 1.3048 -0.2324  C1 1.492, C4 1.351, N5 1.372
3 C -1.5096 -0.7167 -0.2108  N5 1.306, N6 1.337, H7 1.077
4 C -1.7351 1.0469 1.0116  C2 1.351, N6 1.369, H11 1.072
5 N -2.0652 0.1699 -0.9932  C2 1.372, C3 1.306
6 N -1.1892 -0.2086 0.9841  C3 1.337, C4 1.369, H10 1.005
7 H -1.5463 -1.7685 -0.4408  C3 1.077
8 H -3.3536 3.1319 -0.0891  C1 1.091
9 H -3.5194 2.2406 -1.5964  C1 1.082
10 H -0.7806 -0.7648 1.7147  N6 1.005
11 H -1.6513 1.7825 1.7870  C4 1.072
12 H -2.0809 3.1298 -1.3281  C1 1.081
13 C 3.6325 -1.2192 -0.3683  C14 1.558, H17 1.098, H18 1.098, H19 1.088
14 C 3.3168 -2.3831 0.6184  C13 1.558, O15 1.255, O16 1.247
15 O 3.8182 -2.2195 1.7568  C14 1.255
16 O 2.6365 -3.3219 0.1588  C14 1.247
17 H 2.9068 -0.3981 -0.3021  C13 1.098
18 H 3.5082 -1.5360 -1.4124  C13 1.098
19 H 4.6258 -0.7948 -0.2366  C13 1.088

Population analysis type Mulliken, resulting atomic charges in e:
1 C -1.037
2 C 0.688
3 C -0.223
4 C -0.558
5 N -0.637
6 N -0.027
7 H 0.404
8 H 0.308
9 H 0.304
10 H 0.183
11 H 0.362
12 H 0.232
13 C -0.772
14 C 0.530
15 O -0.720
16 O -0.715
17 H 0.154
18 H 0.263
19 H 0.260

=====

Which structure is the least stable? The one labeled P.